Computed, not measured: a structure of composition C27H27As2F10N3V at a distorted geometry, with the ωB97M-V functional and the def2-TZVPD basis.

Results
Energy relative to the best compared isomer or geometry (same formula, charge and spin) ... 80.9 kJ/mol
Kohn-Sham gap (alpha / beta) ... 7.915 / 8.085 eV
Multiplicity ... 3
Highest occupied orbital energy (alpha / beta) ... -0.3993 / -0.4023 Eh
Charge ... +1
Calculated total energy ... -7623.2687 a.u.
⟨S²⟩ ... 2.0199

Geometry (Å):
V 0.3869 -0.1708 -0.1545
C -0.2025 1.3273 2.6088
N 0.2665 0.0433 2.0951
C -0.6651 -1.0200 2.4931
C -1.6582 -1.2528 1.3563
N -0.8601 -1.4407 0.1640
C -1.1578 -2.5188 -0.6115
C -0.1488 -3.3258 -1.1626
F 1.1318 -2.9052 -1.0001
C -0.4150 -4.5014 -1.8458
F 0.5848 -5.2406 -2.3192
C -1.7407 -4.8910 -2.0460
F -2.0147 -6.0203 -2.6913
C -2.7763 -4.0678 -1.6009
F -4.0423 -4.3903 -1.8488
C -2.4798 -2.9078 -0.9041
F -3.4684 -2.0682 -0.5426
C 1.6234 -0.2283 2.5770
C 2.3005 -1.1983 1.6083
N 2.0860 -0.6421 0.2961
C 3.0348 -0.7437 -0.6575
C 3.9705 -1.7873 -0.8127
F 3.9882 -2.7853 0.0823
C 4.8242 -1.8470 -1.9053
F 5.6503 -2.8782 -2.0411
C 4.8017 -0.8515 -2.8820
F 5.5835 -0.9326 -3.9566
C 3.9238 0.2213 -2.7363
F 3.8945 1.1998 -3.6439
C 3.0796 0.2573 -1.6440
F 2.2262 1.3175 -1.4379
H -0.0159 1.4066 3.6852
H 0.3077 2.1520 2.1007
H -1.2761 1.4217 2.4408
H -0.1068 -1.9488 2.6339
H -1.1847 -0.7812 3.4298
H -2.2548 -2.1418 1.5889
H -2.3374 -0.3952 1.2314
H 2.1798 0.7150 2.5741
H 1.6173 -0.6265 3.5992
H 3.3634 -1.2758 1.8637
H 1.8580 -2.2038 1.6768
C 0.6529 1.0057 -3.9826
As 0.1146 -0.3742 -2.6859
C 0.4637 -1.8561 -3.9263
C -1.7959 -0.0074 -2.8869
C -2.5442 -0.5633 -3.9209
C -3.8631 -0.1908 -4.1261
C -4.4358 0.7686 -3.3082
C -3.7011 1.3238 -2.2742
C -2.3829 0.9429 -2.0432
As -1.3410 1.6856 -0.5606
C -2.7831 2.4541 0.5649
C -0.7463 3.4198 -1.2817
H -0.0965 1.0026 -4.7841
H 1.6261 0.7662 -4.4145
H 0.7040 2.0035 -3.5477
H -0.1641 -2.7208 -3.7195
H 1.5133 -2.1494 -3.8215
H 0.3142 -1.5227 -4.9585
H -2.0856 -1.3017 -4.5704
H -4.4415 -0.6369 -4.9212
H -5.4529 1.0889 -3.4744
H -4.1755 2.0683 -1.6482
H -3.3437 3.1850 -0.0228
H -2.3541 2.9805 1.4232
H -3.4624 1.6754 0.9201
H -1.5092 3.8731 -1.9223
H 0.1826 3.3144 -1.8414
H -0.5555 4.0871 -0.4348

Atom charges from the natural (NBO) analysis, given in e for atoms 1 to 4: 1.21, -0.40, -0.49, -0.23

---

Computed, not measured: a structure of composition C39H34As2IMgNO8S4, with the ωB97M-V functional and the def2-TZVPD basis.

Results
Energy relative to the best compared isomer or geometry (same formula, charge and spin) ... 187.3 kJ/mol
Kohn-Sham gap ... 4.878 eV
Multiplicity ... 1
Highest occupied orbital energy ... -0.0388 Eh
Charge ... -2
Calculated total energy ... -8725.3500 a.u.

Geometry (Å):
Mg -3.4398 1.4727 0.3220
S -3.2719 2.4577 -1.9194
S -5.1039 1.7373 -2.6058
S -6.3921 1.9720 -1.0363
S -5.7634 0.5739 0.3786
C -0.9420 1.9332 4.9983
C -1.8636 0.9384 5.2792
C -2.2736 0.0804 4.2744
C -1.7986 0.1965 2.9644
C -0.9084 1.2336 2.7031
C -0.4703 2.0821 3.7050
C -2.2370 -0.8408 1.9861
C -2.2627 -2.1842 2.4324
C -2.5754 -3.1739 1.5535
C -2.8426 -2.8582 0.2104
C -3.0936 -3.8433 -0.7729
C -3.3304 -3.4746 -2.0647
C -3.3244 -2.1103 -2.4264
C -3.0801 -1.1381 -1.5018
C -2.8303 -1.4979 -0.1593
N -2.5682 -0.5074 0.7541
H -0.6013 2.6085 5.7731
H -2.2703 0.8303 6.2767
H -3.0081 -0.6839 4.4929
H 0.2180 2.8831 3.4699
H -1.9798 -2.4105 3.4489
H -2.5770 -4.2127 1.8649
H -3.0750 -4.8862 -0.4787
H -3.5097 -4.2253 -2.8241
H -3.4997 -1.8317 -3.4572
H -3.0377 -0.0952 -1.7944
I -0.2070 1.7213 0.7656
C -0.8982 3.7501 1.2123
C 0.1238 4.6562 1.1414
C -0.0862 5.9926 1.5574
C -1.2913 6.3488 2.0873
C -2.3552 5.4156 2.1874
C -3.5947 5.7810 2.7656
C -4.6052 4.8657 2.8295
C -4.4389 3.5703 2.2862
C -3.2623 3.1374 1.7076
C -2.1910 4.0873 1.6999
H 1.1096 4.3523 0.7997
H 0.7215 6.7121 1.4844
H -1.4554 7.3610 2.4464
H -3.7221 6.7908 3.1438
H -5.5579 5.1422 3.2707
H -5.2988 2.9050 2.2939
C 0.8940 -2.6968 3.6461
O 1.0474 -1.5189 2.8667
C 0.7628 -1.6141 1.5244
O 0.2817 -2.6033 1.0335
C 1.0872 -0.3388 0.8782
C 2.2192 -0.2377 0.1828
As 3.4321 -1.7920 -0.0240
C 5.0883 -0.7100 -0.0678
C 3.2852 -2.2555 -1.9168
C 2.1618 -2.0772 -2.7461
As 0.5024 -1.3158 -2.4038
C -0.3877 -1.5819 -4.1726
C 2.2712 -2.6324 -4.1345
O 1.8606 -3.7037 -4.5039
O 2.7663 -1.7015 -4.9903
C 2.9631 -2.1451 -6.3229
C 4.4141 -2.9880 -2.4059
O 4.6776 -3.3685 -3.5392
O 5.3183 -3.2961 -1.3918
C 6.4768 -3.9826 -1.8182
C 2.7699 1.0439 -0.3499
O 3.1857 1.9611 0.3270
O 2.8187 1.0532 -1.6879
C 3.4800 2.1603 -2.2920
H 1.8830 -3.0623 3.9266
H 0.3634 -3.4642 3.0866
H 0.3392 -2.4327 4.5494
H 5.0914 -0.0215 0.7788
H 5.1613 -0.1519 -1.0025
H 5.9289 -1.3938 0.0086
H -0.5880 -2.6296 -4.3934
H 0.1796 -1.1374 -4.9906
H -1.3385 -1.0493 -4.0895
H 2.9197 -1.2622 -6.9590
H 2.1960 -2.8604 -6.6133
H 3.9444 -2.6190 -6.4018
H 7.0355 -4.2264 -0.9145
H 7.0899 -3.3595 -2.4746
H 6.2223 -4.8935 -2.3610
H 2.8349 3.0405 -2.2824
H 3.6768 1.8582 -3.3176
H 4.4054 2.3914 -1.7671

Atom charges from the Löwdin analysis, given in e for atoms 1 to 4: 0.07, -0.07, -0.17, -0.18

---

Computed, not measured: the ion C10H14NO with charge +1 at a distorted geometry, with the ωB97M-V functional and the def2-TZVPD basis.

Results
Energy relative to the best compared isomer or geometry (same formula, charge and spin) ... 251.9 kJ/mol
Kohn-Sham gap ... 8.775 eV
Multiplicity ... 1
Highest occupied orbital energy ... -0.4679 Eh
Charge ... +1
Calculated total energy ... -519.1235 a.u.
SMILES ... C/[NH+]=C(/O)CCc1ccccc1

Geometry (Å):
C 3.4592 0.4189 -0.8649
N 2.9985 -0.8039 -0.0362
C 1.6908 -0.7337 0.4098
O 1.0303 -1.7362 0.8207
C 1.3102 0.6033 0.7768
C 0.1612 1.1063 -0.1288
C -1.2220 0.5022 -0.0202
C -2.1580 0.8389 0.9738
C -3.3208 0.0533 0.9542
C -3.5771 -0.9223 0.0517
C -2.6599 -1.2484 -0.8319
C -1.4668 -0.5215 -0.9224
H 2.6346 0.7236 -1.5485
H 3.5495 1.1902 -0.2059
H 4.4512 0.1604 -1.2845
H 3.5263 -1.6729 -0.4421
H 0.1171 -1.4391 1.0649
H 2.1023 1.3759 0.5695
H 1.2399 0.5270 1.8320
H 0.6337 1.0333 -1.1411
H 0.0054 2.1137 0.3575
H -2.0972 1.7825 1.6325
H -4.1173 0.5689 1.4852
H -4.5228 -1.3425 -0.0308
H -2.8524 -1.9973 -1.5933
H -0.9162 -0.5806 -1.8778

Atom charges from the natural (NBO) analysis, given in e for atoms 1 to 4: -0.40, -0.54, 0.75, -0.56

---

Question: Among the records above, which one has the lowest energy relative to the best compared isomer or geometry (same formula, charge and spin)?
Answer: C27H27As2F10N3V